[1]
Molecular formula: C4H5NO
Method: DFT, the ωB97M-V functional and the def2-TZVPD basis

Bonds (Å) are listed after each position.
CARTESIAN COORDINATES (ANGSTROEM)
1 N -2.61560 -0.30813 0.55998  C2 1.158
2 C -1.59964 0.22376 0.39558  N1 1.158, C3 1.484
3 C -0.56546 0.94328 -0.38842  C2 1.484, C4 1.482, H7 1.097, H8 1.094
4 C 0.58627 0.19852 0.17370  C3 1.482, C5 1.453, O6 1.405
5 C 1.24440 -1.07007 -0.08709  C4 1.453, O6 1.443, H10 1.095, H11 1.085
6 O 1.81234 0.18723 -0.51171  C4 1.405, C5 1.443
7 H -0.57969 1.96216 0.01841  C3 1.097
8 H -0.70218 0.97873 -1.47367  C3 1.094
9 H -0.28515 0.14985 1.39566  no bonds
10 H 1.80146 -1.49181 0.75631  C5 1.095
11 H 0.90326 -1.77352 -0.83874  C5 1.085

Properties
strongest force on any atom	3.7	eV/Å
2S+1	1
orbital gap	9.82	eV
HOMO energy	-9.751	eV
relative energy (zero: lowest compared OMol25 entry of this formula, charge and spin)	119.6	kcal per mole
LUMO	0.0025	Eh

---

[2]
Molecular formula: C4H5NO
Method: DFT, the ωB97M-V functional and the def2-TZVPD basis

Bonds (Å) are listed after each position.
CARTESIAN COORDINATES (ANGSTROEM)
1 N -0.87522 -0.90337 -0.71072  C2 1.380, C3 1.408, H7 1.009
2 C -1.03045 0.28618 -1.39382  N1 1.380, O6 1.314
3 C 0.39826 -1.07258 -0.13511  N1 1.408, C4 1.330, H8 1.086
4 C 0.84448 -0.09819 0.65227  C3 1.330, C5 1.492, H9 1.080
5 C -0.01308 1.12220 0.65217  C4 1.492, O6 1.468, H10 1.092, H11 1.099
6 O -0.54792 1.29501 -0.70393  C2 1.314, C5 1.468
7 H -1.23904 -1.71280 -1.19013  N1 1.009
8 H 0.98422 -1.88703 -0.55126  C3 1.086
9 H 1.77749 -0.15683 1.19398  C4 1.080
10 H 0.55644 2.03676 0.82893  C5 1.092
11 H -0.85519 1.09064 1.35762  C5 1.099

Properties
strongest force on any atom	1.0	eV/Å
2S+1	1
orbital gap	9.45	eV
HOMO energy	-8.520	eV
relative energy (zero: lowest compared OMol25 entry of this formula, charge and spin)	60.6	kcal per mole
LUMO	0.0342	Eh